Record 1
2 unconnected molecules or ions with the total composition C12H10ClN4O5S in a non-equilibrium geometry. Source: the Open Molecules 2025 dataset; level of theory: ωB97M-V/def2-TZVPD.

The geometry in XYZ format:
```
33
Properties=species:S:1:pos:R:3:mulliken_charge:R:1
Cl 0.28 -2.12 -1.22 -0.272
C -0.27 -0.63 -0.75 -0.653
S -1.53 -0.46 0.41 1.121
C -3.14 -0.50 -0.40 0.186
C -3.78 0.70 -0.72 -0.281
C -5.11 0.68 -1.16 -0.499
C -5.78 -0.54 -1.30 -0.378
C -5.11 -1.74 -1.07 -0.476
C -3.78 -1.72 -0.64 -0.397
O -1.59 -1.60 1.30 -0.706
O -1.38 0.88 0.94 -0.721
H -0.06 0.24 -1.36 0.518
H -3.26 1.64 -0.59 0.394
H -5.61 1.62 -1.37 0.334
H -6.83 -0.55 -1.60 0.344
H -5.61 -2.69 -1.20 0.332
H -3.24 -2.65 -0.46 0.340
C 4.97 -2.03 1.24 -0.607
O 4.67 -0.89 2.10 -0.389
C 3.88 0.02 1.54 0.512
N 3.84 1.22 2.15 -0.575
C 3.22 2.16 1.46 0.553
N 3.39 3.52 1.54 -0.505
O 2.81 4.03 0.41 -0.194
N 2.21 2.94 -0.41 0.740
O 1.66 3.24 -1.45 -0.692
C 2.45 1.80 0.28 0.673
C 2.45 0.49 -0.20 -0.795
N 3.25 -0.37 0.43 -0.405
H 5.54 -2.70 1.88 0.241
H 4.05 -2.50 0.88 0.287
H 5.58 -1.70 0.39 0.277
H 1.85 0.21 -1.06 0.693
```

* highest occupied orbital energy: -3.5 eV
* net charge: -1
* strongest force on any atom: 0.062 Eh/bohr
* HOMO-LUMO gap: 4.9 eV

Record 2
A molecular structure, C12H10F8N6O20S8V in a non-equilibrium geometry. Source: the Open Molecules 2025 dataset; level of theory: ωB97M-V/def2-TZVPD.

The geometry in XYZ format:
```
65
Properties=species:S:1:pos:R:3:lowdin_spin:R:1
V 0.19 0.63 -0.58 1.935
N 0.60 1.20 1.29 -0.013
S 1.15 0.64 2.56 0.000
O 0.23 0.41 3.60 -0.003
O 2.54 0.94 2.70 -0.003
F 1.19 -0.86 2.02 0.001
S -0.09 2.57 2.23 0.005
O 0.71 3.24 3.23 0.004
O -1.49 2.55 2.38 0.004
F 0.04 3.60 0.99 0.002
N -0.80 -0.87 -1.37 -0.006
S -2.06 -1.04 -2.59 0.005
O -2.12 -2.27 -3.48 -0.002
O -2.30 0.27 -3.23 0.000
F -3.36 -1.08 -1.68 0.004
S -0.83 -2.44 -1.08 0.002
O -0.04 -3.31 -1.94 0.002
O -2.01 -2.96 -0.37 -0.003
F 0.14 -2.22 0.16 0.005
N -2.74 3.45 -3.08 0.000
S -2.50 3.17 -1.38 0.002
O -2.96 4.07 -0.31 0.002
O -1.45 2.20 -1.06 0.015
F -3.87 2.30 -1.40 0.001
S -2.17 4.94 -2.89 0.000
O -0.81 5.01 -2.53 0.000
O -3.02 6.03 -2.47 0.000
F -2.10 5.20 -4.45 0.000
N 1.22 1.87 -1.77 0.014
S 1.03 1.90 -3.60 0.002
O 2.08 2.25 -4.56 -0.003
O -0.31 2.03 -4.03 0.003
F 1.07 0.27 -3.74 0.000
S 2.36 2.88 -1.85 0.004
O 2.09 4.26 -2.36 -0.003
O 3.65 2.24 -2.02 0.006
F 2.29 3.03 -0.25 0.001
C -4.28 -2.66 4.40 0.000
C -2.96 -2.67 3.95 0.000
C -2.61 -1.85 2.89 0.000
C -3.44 -0.86 2.44 0.000
C -4.76 -0.76 3.02 0.000
C -5.23 -1.71 3.96 0.000
N -2.95 0.06 1.36 0.000
O -1.84 -0.07 1.01 0.006
O -3.71 0.90 0.87 -0.001
H -4.59 -3.33 5.18 0.000
H -2.31 -3.40 4.42 0.000
H -1.55 -1.82 2.65 0.000
H -5.35 0.08 2.67 0.000
H -6.25 -1.82 4.30 0.000
C 6.36 -3.31 0.63 0.000
C 5.73 -2.09 1.09 0.000
C 4.59 -1.46 0.34 0.000
C 4.01 -2.17 -0.72 0.000
C 4.60 -3.37 -1.08 0.000
C 5.85 -3.89 -0.47 0.000
N 2.77 -1.79 -1.50 0.000
O 2.34 -2.57 -2.35 0.004
O 2.06 -0.84 -1.02 0.008
H 7.11 -3.92 1.12 0.000
H 6.10 -1.64 2.00 0.000
H 4.26 -0.47 0.61 0.000
H 4.32 -3.86 -2.00 0.000
H 6.21 -4.79 -0.93 0.000
```

* multiplicity: 3
* highest occupied orbital energy (alpha / beta): -7.1 / -7.1 eV
* net charge: -1
* strongest force on any atom: 0.191 Eh/bohr
* HOMO-LUMO gap (alpha / beta): 5.5 / 6.5 eV

Record 3
A molecular structure, C12H10FeNS in a non-equilibrium geometry. Source: the Open Molecules 2025 dataset; level of theory: ωB97M-V/def2-TZVPD.

The geometry in XYZ format:
```
25
Properties=species:S:1:pos:R:3:lowdin_spin:R:1
Fe 0.06 -0.02 0.07 3.924
C -0.29 1.83 1.43 0.188
C -0.13 2.31 0.06 0.190
C -1.21 1.82 -0.69 0.119
C -2.05 1.06 0.18 0.262
C -1.46 1.06 1.49 0.113
H 0.32 2.11 2.28 0.008
H 0.62 2.99 -0.29 0.008
H -1.42 2.07 -1.72 0.003
H -3.01 0.63 -0.08 0.012
H -1.89 0.63 2.38 0.004
S 1.75 -3.88 -1.28 0.035
C 0.57 -2.74 -0.98 0.026
N 1.00 -1.59 -0.47 0.055
C 2.39 -1.60 -0.30 0.015
C 3.17 -0.56 0.21 0.017
C 4.53 -0.76 0.30 0.003
C 5.11 -1.97 -0.10 0.002
C 4.35 -3.00 -0.61 0.003
C 2.97 -2.80 -0.70 0.003
H -0.47 -2.94 -1.19 0.002
H 2.72 0.38 0.52 0.009
H 5.16 0.03 0.69 0.000
H 6.18 -2.09 -0.01 0.000
H 4.81 -3.93 -0.91 0.000
```

* multiplicity: 6
* highest occupied orbital energy (alpha / beta): -16.1 / -16.0 eV
* net charge: +2
* strongest force on any atom: 0.027 Eh/bohr
* HOMO-LUMO gap (alpha / beta): 9.1 / 5.4 eV

Record 4
A molecular structure, C12H10N2NiO5 in a non-equilibrium geometry. Source: the Open Molecules 2025 dataset; level of theory: ωB97M-V/def2-TZVPD.

The geometry in XYZ format:
```
30
Properties=species:S:1:pos:R:3:lowdin_spin:R:1
Ni -1.08 0.43 -2.29 1.155
O 1.81 -0.52 -2.44 -0.002
C 0.70 -0.20 -2.53 0.101
C -2.56 0.93 -1.28 0.095
O -3.21 1.13 -0.35 0.009
C -1.99 -1.04 -1.80 0.064
O -2.60 -1.94 -1.41 0.002
C 0.19 1.75 -2.20 0.058
O 1.02 2.55 -2.14 -0.001
C -1.16 0.35 -4.23 0.056
H -0.38 0.94 -4.73 0.001
H -1.29 -0.68 -4.62 0.001
C -2.29 1.03 -3.67 0.039
H -3.27 0.50 -3.64 0.001
H -2.36 2.13 -3.79 0.000
N 2.41 -1.63 4.72 0.000
C 1.80 -0.44 4.43 0.001
O 1.68 0.45 5.26 -0.001
C 1.25 -0.31 3.05 -0.008
C 1.21 -1.38 2.15 0.020
C 0.70 -1.20 0.85 0.026
N 0.24 -0.01 0.42 0.321
C 0.27 1.01 1.28 0.026
C 0.74 0.91 2.59 0.020
H 2.81 -1.74 5.64 0.000
H 2.60 -2.35 4.05 0.000
H 1.54 -2.38 2.41 0.003
H 0.66 -2.04 0.15 0.004
H -0.13 1.95 0.90 0.005
H 0.69 1.79 3.22 0.003
```

* multiplicity: 3
* highest occupied orbital energy (alpha / beta): -15.5 / -15.5 eV
* net charge: +2
* strongest force on any atom: 0.165 Eh/bohr
* HOMO-LUMO gap (alpha / beta): 6.4 / 3.9 eV

Record 5
2 unconnected molecules or ions with the total composition C12H10N2O4 in a non-equilibrium geometry. Source: the Open Molecules 2025 dataset; level of theory: ωB97M-V/def2-TZVPD.

The geometry in XYZ format:
```
28
Properties=species:S:1:pos:R:3:mulliken_charge:R:1
C -0.97 -3.58 0.52 -0.503
C -1.59 -4.20 -0.56 -0.346
C -1.50 -3.66 -1.83 -0.498
C -0.79 -2.49 -1.99 0.231
C -0.16 -1.81 -0.94 -0.365
C -0.23 -2.41 0.30 -0.359
N -0.60 -2.00 -3.37 1.003
O 0.00 -0.95 -3.48 -0.595
O -1.02 -2.65 -4.30 -0.607
H -1.01 -4.02 1.50 0.386
H -2.18 -5.04 -0.23 0.330
H -2.04 -4.09 -2.66 0.426
H 0.30 -0.86 -1.14 0.562
H 0.25 -1.90 1.13 0.383
C 0.03 3.07 2.92 -0.320
C -0.16 1.89 2.21 -0.464
C 0.41 1.72 0.96 0.176
C 1.17 2.74 0.42 0.016
C 1.36 3.92 1.12 -0.294
C 0.72 4.13 2.34 -0.527
N 1.80 2.56 -0.89 1.010
O 2.29 3.53 -1.41 -0.585
O 1.67 1.48 -1.43 -0.612
H -0.30 3.03 3.95 0.354
H -0.73 1.08 2.65 0.379
H 0.37 0.76 0.48 0.065
H 2.05 4.71 0.83 0.390
H 0.86 5.03 2.91 0.365
```

* highest occupied orbital energy: -10.2 eV
* net charge: 0
* SMILES: O=[N+]([O-])c1ccccc1.O=[N+]([O-])c1ccccc1
* strongest force on any atom: 0.031 Eh/bohr
* HOMO-LUMO gap: 9.7 eV

Record 6
C12H10N4O2 in the gas phase in a non-equilibrium geometry. Source: the Open Molecules 2025 dataset; level of theory: ωB97M-V/def2-TZVPD.

The geometry in XYZ format:
```
28
Properties=species:S:1:pos:R:3:mulliken_charge:R:1
N 1.75 2.79 -5.02 -0.706
N 3.60 -0.60 -0.50 -0.549
O 1.56 2.45 -1.53 -0.640
O -0.70 -1.18 -2.15 -0.607
N 1.04 2.28 -4.22 0.652
N 2.55 -1.01 -0.90 0.533
C 0.64 1.73 -1.91 0.376
C 0.20 -0.70 -1.48 0.196
C 0.29 1.72 -3.35 -0.483
C 1.42 -1.48 -1.38 -0.408
C -1.82 -1.67 3.25 -0.483
C -2.48 -0.59 2.64 -0.595
C -0.45 -1.82 2.99 -0.528
C -1.81 0.23 1.72 -0.300
C 0.23 -0.98 2.14 -0.335
C -0.45 0.08 1.47 0.331
C -0.05 0.74 -0.95 0.554
C 0.27 1.04 0.54 -0.949
H -0.50 1.02 -3.67 0.386
H 1.30 -2.54 -1.59 0.409
H -2.38 -2.32 3.91 0.383
H -3.51 -0.38 2.82 0.386
H 0.08 -2.65 3.45 0.353
H -2.27 1.10 1.28 0.383
H 1.27 -1.19 1.96 0.339
H -1.12 0.93 -1.05 0.447
H 1.36 0.89 0.73 0.363
H -0.01 2.07 0.79 0.492
```

* highest occupied orbital energy: -9.3 eV
* net charge: 0
* strongest force on any atom: 0.144 Eh/bohr
* HOMO-LUMO gap: 8.8 eV

Record 7
C12H10N4O2S in the gas phase in a non-equilibrium geometry. Source: the Open Molecules 2025 dataset; level of theory: ωB97M-V/def2-TZVPD.

The geometry in XYZ format:
```
29
Properties=species:S:1:pos:R:3:mulliken_charge:R:1
O -1.56 0.11 -5.03 -0.636
N 0.05 0.40 0.84 -0.806
N -0.81 -2.88 -0.37 -0.835
O -3.09 -1.37 -2.32 -0.356
S 3.63 2.74 3.50 -0.140
C -2.02 -0.13 -3.93 0.146
C 1.28 0.21 1.33 0.722
C -0.15 -1.94 0.14 0.484
C 2.20 3.51 2.89 -0.185
C 3.20 1.24 2.68 -0.426
C 1.43 2.66 2.15 -0.894
C 1.86 -1.11 1.24 -0.474
C 1.20 -2.15 0.63 -0.549
C -1.58 0.26 -2.62 -0.108
C 2.00 1.33 2.02 0.584
C -2.27 -0.46 -1.67 0.546
N -3.01 -1.06 -3.71 -0.117
N -0.61 -0.60 0.18 0.796
C -2.02 -0.32 -0.20 -1.298
H -1.71 -2.74 -0.83 0.263
H 2.00 4.57 3.06 0.403
H 3.87 0.35 2.70 0.267
H 0.51 2.93 1.68 0.364
H 2.87 -1.29 1.60 0.213
H 1.59 -3.16 0.51 0.430
H -0.82 1.00 -2.49 0.482
H -3.04 -1.84 -4.41 0.288
H -2.32 0.73 0.05 0.420
H -2.67 -0.96 0.40 0.417
```

* highest occupied orbital energy: -8.3 eV
* net charge: 0
* SMILES: [H]/N=c1/ccc(-c2ccsc2)nn1Cc1cc(=O)[nH]o1
* strongest force on any atom: 0.085 Eh/bohr
* HOMO-LUMO gap: 8.1 eV